Entry 1:
Here is a 2-piece molecular cluster, CH3Br2ClSi overall in a non-equilibrium geometry from OMol25. Energies are from wB97M-V/def2-TZVPD.

The geometry in ORCA input format:
```
! wB97M-V def2-TZVPD RIJCOSX def2/J DEFGRID3
* xyz 0 1
C -0.69775 0.21019 -0.61805
Si 0.43409 -0.83933 0.58968
Cl -2.30022 -0.50213 -0.36214
Br 3.76359 0.71963 -0.07524
Br 0.82543 -2.86275 -0.13390
H -0.38377 0.26076 -1.62082
H -0.81475 1.25622 -0.21342
H -0.23901 -0.37480 1.89235
*
```

Calculated values
- relative energy (zero: lowest compared OMol25 entry of this formula, charge and spin) (kcal/mol) = 124.6
- orbital gap (spin up / spin down) (eV) = 7.18 / 5.62
- molar mass (g mol⁻¹) = 238.38

Entry 2:
Here is one molecule with the formula CH3Br2ClSi in a non-equilibrium geometry from OMol25. Energies are from wB97M-V/def2-TZVPD.

The geometry in ORCA input format:
```
! wB97M-V def2-TZVPD RIJCOSX def2/J DEFGRID3
* xyz 0 1
Cl 0.14634 -0.44914 2.27200
C 0.80352 -0.11027 0.64771
Si -0.75163 0.12646 -0.57747
Br -0.13435 -0.50200 -2.60540
Br -1.34993 2.23514 -0.92979
H 1.44953 0.66786 0.86834
H 1.49320 -1.03448 0.60806
H -1.65669 -0.93356 -0.28346
*
```

Calculated values
- relative energy (zero: lowest compared OMol25 entry of this formula, charge and spin) (kcal/mol) = 52.4
- orbital gap (eV) = 10.88
- SMILES = ClC[SiH](Br)Br
- molar mass (g mol⁻¹) = 238.38

Entry 3:
Here is CH3Br3Ca2F2O4P as an isolated structure in a non-equilibrium geometry from OMol25. Energies are from wB97M-V/def2-TZVPD.

The geometry in ORCA input format:
```
! wB97M-V def2-TZVPD RIJCOSX def2/J DEFGRID3
* xyz 0 2
Ca -1.44888 -0.13447 -0.29506
Ca 0.22379 0.29422 2.82967
O -1.90223 0.12058 1.93916
H -2.47567 -0.47246 2.46261
O 0.58896 -0.23922 0.67740
H 1.35971 -0.64886 0.23846
O -0.87341 2.03368 -0.20726
P -0.45565 2.97797 0.86498
O 0.36127 2.52369 2.08715
F -1.78958 3.67451 1.38881
F 0.39327 4.16878 0.11049
C 1.24563 -2.99718 -2.42512
Br 0.21900 -3.19685 -0.69475
Br 2.78376 -1.87025 -2.36035
Br 0.12376 -2.26535 -3.90202
H 1.64629 -3.96879 -2.71417
*
```

Calculated values
- orbital gap (spin up / spin down) (eV) = 2.52 / 6.96
- expectation value of S² = 0.754
- molar mass (g mol⁻¹) = 467.87